This record from the Open Molecules 2025 dataset describes a molecular structure, C19H25Cl2N3ORuS2. The level of theory is ωB97M-V/def2-TZVPD.

Atoms and positions in Å:
H -0.0127 -0.4801 4.1631
H 1.3058 3.7796 0.1124
Cl -3.4429 1.0425 -0.4543
H 0.4542 -5.7955 -0.6906
H 3.4136 3.1859 -3.5522
C -1.0541 0.9039 2.1395
H 2.9468 -2.0721 -0.6629
N -0.6216 -0.5102 2.1336
C -0.4866 1.7553 1.1691
H -3.8861 1.8998 -2.5935
H 3.2118 -0.4768 0.0858
H -2.2658 4.5382 1.9109
H -2.5690 -1.2041 1.7154
N 0.4374 1.1360 0.3000
Ru 0.2912 -0.7563 0.2200
C 1.2568 1.7683 -0.6522
H 2.9800 0.7659 -3.4143
C -0.9573 3.0629 1.0918
H 0.7511 -1.7423 3.1641
C 1.4068 -1.2795 -2.6446
C 1.6056 3.1179 -0.6831
H -1.4082 -2.4495 2.2394
C -3.2799 1.0862 -2.2158
N 1.6936 -0.5316 -1.4008
S -1.3054 -1.8980 -1.0062
C 1.8132 0.9201 -1.6226
C -2.4143 2.6902 2.9782
Cl -1.5997 1.3672 -2.7096
C -1.9914 1.3685 3.0394
C 2.8281 2.7878 -2.7356
H -3.1507 3.0561 3.6797
H 0.5006 -0.8887 -3.0989
C 0.4142 -0.7078 3.1842
C 2.5669 1.4270 -2.6645
C 2.9971 -1.0015 -0.8457
H 2.2380 -1.1997 -3.3467
C -1.9076 3.5208 1.9939
H -0.6464 -5.7770 0.7171
H -0.6379 3.7144 0.2961
H -3.5957 0.1293 -2.6131
C 2.3746 3.6180 -1.7234
C -1.7543 -1.4313 2.3982
H 1.2520 -0.0395 2.9941
H 1.2694 -2.3288 -2.3916
H -2.0999 -1.3372 3.4282
H -2.4105 0.7088 3.7865
H -1.1708 -6.5320 -0.8170
C -0.5838 -5.7393 -0.3687
O -1.1766 -4.5098 -0.8478
S 0.6643 -3.1621 0.5674
H 2.6229 4.6708 -1.7367
H 3.7948 -0.7859 -1.5585
C -0.6618 -3.3848 -0.4572

Values from the calculation:
**LUMO level (spin up / spin down)**: -0.1355 / -0.1503 hartree
**HOMO (spin up / spin down)**: -10.5 / -10.5 eV
**2S+1**: 2
**E_tot**: -2789.96129 hartree
**Total charge**: +1
**Strongest force on any atom**: 0.67 eV Å⁻¹

Want to see where the charge sits? The Mulliken charges in e are:
1. H 0.3691
2. H 0.7483
3. Cl -0.0652
4. H 0.3596
5. H 0.4187
6. C 0.3000
7. H 0.4173
8. N 1.0517
9. C -0.0121
10. H 0.3936
11. H 0.3009
12. H 0.4193
13. H 0.3696
14. N 0.5167
15. Ru -0.0849
16. C -0.1769
17. H 0.3444
18. C -0.6064
19. H 0.3779
20. C -1.1744
21. C -0.7098
22. H 0.2945
23. C -0.5227
24. N 1.1124
25. S -0.2810
26. C 0.7285
27. C -0.9647
28. Cl -0.0873
29. C -0.3672
30. C -0.9713
31. H 0.4143
32. H 0.3308
33. C -1.1001
34. C -0.4141
35. C -1.0987
36. H 0.3836
37. C -0.8878
38. H 0.3561
39. H 0.6345
40. H 0.3188
41. C -0.9326
42. C -1.1719
43. H 0.2962
44. H 0.2877
45. H 0.3960
46. H 0.3535
47. H 0.2570
48. C -0.7457
49. O -0.2591
50. S -0.2866
51. H 0.4183
52. H 0.4158
53. C 0.5356

=====

This record from the Open Molecules 2025 dataset describes a molecular structure, C2H5FN2. The level of theory is ωB97M-V/def2-TZVPD.

Atoms and positions in Å:
N 0.6941 0.3629 -0.5213
H -0.0514 -0.7690 1.9427
H 0.7932 -0.8906 -1.9331
N 1.1102 0.0813 -1.8515
H -1.0175 -0.7633 -0.6314
H -1.9567 -0.2188 1.7356
C -0.7129 0.2235 1.4971
F -0.2906 1.5057 2.0861
H 2.0347 0.2615 -2.1552
C -0.6031 0.2068 -0.1690

Values from the calculation:
**LUMO level**: 0.0103 hartree
**HOMO**: -9.5 eV
**E_tot**: -288.40986 hartree
**Strongest force on any atom**: 6.14 eV Å⁻¹

Want to see where the charge sits? The Mulliken charges in e are:
1. N -0.1009
2. H 0.2084
3. H 0.2344
4. N -0.4805
5. H 0.2061
6. H 0.2382
7. C -0.1610
8. F -0.2641
9. H 0.2457
10. C -0.1264

=====

This record from the Open Molecules 2025 dataset describes a molecular structure, C3H7CsO5. The level of theory is ωB97M-V/def2-TZVPD.

Atoms and positions in Å:
O -0.1059 -1.0517 -0.7814
C -4.5304 -0.1091 0.3769
C -1.2428 -1.4396 -0.1785
H -6.4032 -0.2491 0.3575
H -1.7354 -2.2218 -0.8001
H -0.9470 -2.0248 0.7260
O -5.6381 -0.8360 0.4183
H 2.6493 -1.4671 1.8728
C -2.2002 -0.3144 0.1787
O -3.4875 -0.9204 0.2866
H -1.9244 0.1518 1.1345
O 3.2311 -0.6906 1.7625
Cs 3.3288 0.9596 -1.0195
H -2.2142 0.4507 -0.6089
H 3.4777 -0.4205 2.6526
O -4.4810 1.0974 0.3854

Values from the calculation:
**LUMO level (spin up / spin down)**: -0.1313 / -0.1777 hartree
**HOMO (spin up / spin down)**: -13.1 / -13.1 eV
**2S+1**: 2
**E_tot**: -514.60583 hartree
**Total charge**: +1
**Strongest force on any atom**: 1.25 eV Å⁻¹

Want to see where the charge sits? The Mulliken charges in e are:
1. O -0.3892
2. C 0.6899
3. C -0.3178
4. H 0.3625
5. H 0.3216
6. H 0.2647
7. O -0.4260
8. H 0.3179
9. C -0.3045
10. O -0.2770
11. H 0.2757
12. O -0.6155
13. Cs 0.9831
14. H 0.3405
15. H 0.3140
16. O -0.5398

=====

Please write out number 1 again, unchanged.
This record from the Open Molecules 2025 dataset describes a molecular structure, C19H25Cl2N3ORuS2. The level of theory is ωB97M-V/def2-TZVPD.

Atoms and positions in Å:
H -0.0127 -0.4801 4.1631
H 1.3058 3.7796 0.1124
Cl -3.4429 1.0425 -0.4543
H 0.4542 -5.7955 -0.6906
H 3.4136 3.1859 -3.5522
C -1.0541 0.9039 2.1395
H 2.9468 -2.0721 -0.6629
N -0.6216 -0.5102 2.1336
C -0.4866 1.7553 1.1691
H -3.8861 1.8998 -2.5935
H 3.2118 -0.4768 0.0858
H -2.2658 4.5382 1.9109
H -2.5690 -1.2041 1.7154
N 0.4374 1.1360 0.3000
Ru 0.2912 -0.7563 0.2200
C 1.2568 1.7683 -0.6522
H 2.9800 0.7659 -3.4143
C -0.9573 3.0629 1.0918
H 0.7511 -1.7423 3.1641
C 1.4068 -1.2795 -2.6446
C 1.6056 3.1179 -0.6831
H -1.4082 -2.4495 2.2394
C -3.2799 1.0862 -2.2158
N 1.6936 -0.5316 -1.4008
S -1.3054 -1.8980 -1.0062
C 1.8132 0.9201 -1.6226
C -2.4143 2.6902 2.9782
Cl -1.5997 1.3672 -2.7096
C -1.9914 1.3685 3.0394
C 2.8281 2.7878 -2.7356
H -3.1507 3.0561 3.6797
H 0.5006 -0.8887 -3.0989
C 0.4142 -0.7078 3.1842
C 2.5669 1.4270 -2.6645
C 2.9971 -1.0015 -0.8457
H 2.2380 -1.1997 -3.3467
C -1.9076 3.5208 1.9939
H -0.6464 -5.7770 0.7171
H -0.6379 3.7144 0.2961
H -3.5957 0.1293 -2.6131
C 2.3746 3.6180 -1.7234
C -1.7543 -1.4313 2.3982
H 1.2520 -0.0395 2.9941
H 1.2694 -2.3288 -2.3916
H -2.0999 -1.3372 3.4282
H -2.4105 0.7088 3.7865
H -1.1708 -6.5320 -0.8170
C -0.5838 -5.7393 -0.3687
O -1.1766 -4.5098 -0.8478
S 0.6643 -3.1621 0.5674
H 2.6229 4.6708 -1.7367
H 3.7948 -0.7859 -1.5585
C -0.6618 -3.3848 -0.4572

Values from the calculation:
**LUMO level (spin up / spin down)**: -0.1355 / -0.1503 hartree
**HOMO (spin up / spin down)**: -10.5 / -10.5 eV
**2S+1**: 2
**E_tot**: -2789.96129 hartree
**Total charge**: +1
**Strongest force on any atom**: 0.67 eV Å⁻¹

Want to see where the charge sits? The Mulliken charges in e are:
1. H 0.3691
2. H 0.7483
3. Cl -0.0652
4. H 0.3596
5. H 0.4187
6. C 0.3000
7. H 0.4173
8. N 1.0517
9. C -0.0121
10. H 0.3936
11. H 0.3009
12. H 0.4193
13. H 0.3696
14. N 0.5167
15. Ru -0.0849
16. C -0.1769
17. H 0.3444
18. C -0.6064
19. H 0.3779
20. C -1.1744
21. C -0.7098
22. H 0.2945
23. C -0.5227
24. N 1.1124
25. S -0.2810
26. C 0.7285
27. C -0.9647
28. Cl -0.0873
29. C -0.3672
30. C -0.9713
31. H 0.4143
32. H 0.3308
33. C -1.1001
34. C -0.4141
35. C -1.0987
36. H 0.3836
37. C -0.8878
38. H 0.3561
39. H 0.6345
40. H 0.3188
41. C -0.9326
42. C -1.1719
43. H 0.2962
44. H 0.2877
45. H 0.3960
46. H 0.3535
47. H 0.2570
48. C -0.7457
49. O -0.2591
50. S -0.2866
51. H 0.4183
52. H 0.4158
53. C 0.5356